[1]
The molecule C6H6F3NS2 at a distorted geometry. Source: the OMol25 dataset; level of theory: ωB97M-V/def2-TZVPD.

The geometry in XYZ format:
```
18
Properties=species:S:1:pos:R:3:forces:R:3
C -1.051 0.138 -0.949 2.484 -0.545 1.500
C -2.825 0.922 -0.093 -2.118 0.499 0.849
C -0.505 0.839 0.094 0.473 0.591 -1.108
C 0.257 -1.776 1.318 0.535 1.199 -0.375
C 0.927 0.837 0.390 2.625 -1.246 -1.250
C 1.912 0.313 -1.104 0.666 3.159 2.983
N -2.371 0.141 -1.016 -1.869 0.699 0.040
F 3.255 0.490 -0.774 -1.565 -0.319 0.016
F 1.670 1.192 -2.076 -0.324 0.239 -0.004
F 1.806 -0.868 -1.621 -0.465 -1.529 0.099
S -1.691 1.619 1.059 -0.397 -0.737 -1.649
S 1.154 -0.224 1.847 0.982 -0.684 0.477
H -0.422 -0.603 -1.425 -0.415 0.297 -0.752
H -3.906 1.139 0.033 0.906 -0.216 -0.087
H 0.646 -1.839 0.268 -0.984 -0.687 0.982
H -0.782 -1.427 1.428 0.221 -0.964 -0.530
H 0.480 -2.689 1.933 0.032 1.233 -0.533
H 1.448 1.797 0.689 -0.786 -0.990 -0.658
```
Positions in Å, forces in eV/Å.

Results
* SMILES: CS[C@H](c1cncs1)C(F)(F)F
* ΔE to the lowest compared entry with this formula, charge and spin: 0.0 kJ/mol
* LUMO level: 0.4 eV
* gap between HOMO and LUMO: 9.415 eV

These are the Mulliken partial charges, in e, on atoms 1 to 6: number 1, C, carries -0.397; number 2, C, carries -0.067; number 3, C, carries 0.083; number 4, C, carries -0.480; number 5, C, carries -0.225; number 6, C, carries 0.623

[2]
The molecule C6H6IN3 at a distorted geometry. Source: the OMol25 dataset; level of theory: ωB97M-V/def2-TZVPD.

The geometry in XYZ format:
```
16
Properties=species:S:1:pos:R:3:forces:R:3
C -1.453 2.276 -0.062 -0.326 -0.550 -0.581
C -1.627 1.077 0.533 -3.229 -1.015 1.446
C 0.408 1.229 -0.269 -1.562 0.785 0.566
C 0.207 -1.880 -0.258 -1.065 0.237 1.326
C -0.251 -0.893 0.846 1.350 -3.912 1.669
C 2.057 -0.854 -1.243 2.473 2.543 -0.747
N -0.167 2.345 -0.553 1.038 -0.215 -0.397
N 1.099 -1.606 -1.147 -0.991 -0.489 -0.679
N -0.443 0.405 0.451 1.581 1.809 -0.965
I 3.198 0.037 0.355 0.049 -0.058 0.417
H -2.260 2.910 -0.372 0.189 0.650 0.235
H -2.612 0.599 1.001 2.596 1.098 -1.117
H 0.044 -2.927 -0.256 -1.125 -0.817 0.549
H -1.140 -1.115 1.425 -0.628 -0.965 -0.746
H 0.463 -1.182 1.699 -0.050 1.491 -0.927
H 2.477 -0.420 -2.150 -0.298 -0.593 -0.050
```
Positions in Å, forces in eV/Å.

Results
* ΔE to the lowest compared entry with this formula, charge and spin: 328.4 kJ/mol
* LUMO level (spin up / spin down): -1.1 / -0.7 eV
* gap between HOMO and LUMO (spin up / spin down): 6.333 / 8.148 eV

These are the Mulliken partial charges, in e, on atoms 1 to 6: number 1, C, carries -0.485; number 2, C, carries -0.067; number 3, C, carries 0.134; number 4, C, carries -0.147; number 5, C, carries -0.491; number 6, C, carries -0.330